#one
This record from OMol25 describes a single C3H2OS3 molecule. The level of theory is ωB97M-V with the def2-TZVPD basis set.

Properties
charge	0
lowest unoccupied orbital energy	-0.0588	Ha
highest occupied orbital energy	-9.051	eV

CARTESIAN COORDINATES (ANGSTROEM)
1 C -1.170 -0.207 0.154
2 C 1.183 -0.671 -0.020
3 C -0.488 1.182 0.109
4 H 2.066 -0.833 0.667
5 H 1.485 -1.321 -1.022
6 O -0.141 -1.209 0.539
7 S -2.778 -0.442 -0.274
8 S 1.199 1.006 -0.301
9 S -1.357 2.494 0.149

Mulliken population analysis, charges in e, atoms 1 to 4:
1 C 0.101
2 C -0.210
3 C 0.299
4 H 0.283


#two
This record from OMol25 describes a single C3H2OS3 molecule. The level of theory is ωB97M-V with the def2-TZVPD basis set.

Properties
charge	0
lowest unoccupied orbital energy	-0.0625	Ha
highest occupied orbital energy	-9.186	eV

CARTESIAN COORDINATES (ANGSTROEM)
1 C -0.726 -0.587 -0.376
2 C -0.022 -0.797 0.767
3 C -0.659 0.554 -1.139
4 O 2.518 0.375 1.450
5 S -1.404 1.080 -2.434
6 S 0.588 1.805 -0.359
7 S 1.112 0.739 1.380
8 H -1.419 -1.474 -0.736
9 H 0.012 -1.696 1.447

Mulliken population analysis, charges in e, atoms 1 to 4:
1 C -0.024
2 C -0.409
3 C 0.308
4 O -0.486


Which of them is the most stable? Correct choice: #two.